{
  "formula": "CH5N2S",
  "method": "ωB97M-V/def2-TZVPD",
  "e_above_lowest_kj_mol": 344.5,
  "orbital_gap_ev": [8.26, 8.30],
  "charge": 1,
  "lumo_energy_ha": [-0.1931, -0.1958],
  "homo_ev": [-13.5, -13.6],
  "elements": ["C", "N", "N", "S", "H", "H", "H", "H", "H"],
  "coordinates": [[0.0329, 0.0885, -0.2471], [2.2572, 0.7480, 0.0100], [-1.4194, -0.4178, 0.0099], [1.4624, -0.6298, 0.0973], [-0.0223, 1.2440, -0.3166], [3.1995, 0.5731, 0.1661], [-1.9520, -0.1099, 0.8672], [-1.5222, -1.4706, 0.2214], [-2.0361, -0.0256, -0.8082]],
  "nbo_charge": [-0.452, -0.830, -0.742, 0.996, 0.275, 0.370, 0.448, 0.462, 0.473]
}